Record 1
Entry from the OMol25 dataset: C21H13BrN3O7PdS2 as an isolated structure (ωB97M-V/def2-TZVPD).

XYZ file:
```
48
C21H13BrN3O7PdS2, DFT ωB97M-V/def2-TZVPD
Pd -1.025 2.041 -0.557
O -1.285 2.576 -2.489
S 0.053 2.497 -3.188
O -0.057 2.022 -4.522
O 1.091 1.962 -2.301
C 0.452 4.242 -3.118
C 1.083 4.739 -4.297
C 1.160 6.086 -4.636
C 0.733 7.037 -3.686
C 0.176 6.608 -2.490
C 0.114 5.240 -2.181
S -0.181 5.051 -0.392
O -1.565 5.353 0.002
O 0.870 6.022 0.008
O 0.219 3.567 -0.062
H 1.276 4.032 -5.129
H 1.643 6.388 -5.528
H 0.706 8.039 -4.023
H -0.211 7.333 -1.774
Br 2.371 -9.370 1.402
C 1.458 -7.715 1.722
C 1.980 -6.639 2.525
C 1.143 -5.614 2.724
C -0.068 -5.520 2.050
C -0.545 -6.526 1.226
C 0.197 -7.684 1.135
N -0.840 -4.392 2.043
N -0.317 -3.317 2.441
C -1.047 -2.286 1.949
C -2.265 -2.481 1.261
C -2.631 -1.694 0.216
C -1.983 -0.432 0.196
O -2.247 0.431 -0.720
C -0.954 -0.135 1.157
N -0.440 1.108 1.040
C 0.536 1.545 1.897
C 0.857 0.762 3.026
C 0.363 -0.584 3.103
C -0.536 -1.029 2.171
H 3.057 -6.669 2.824
H 1.302 -4.747 3.462
H -1.383 -6.328 0.519
H -0.186 -8.545 0.612
H -2.733 -3.429 1.471
H -3.376 -1.930 -0.577
H 1.086 2.411 1.563
H 1.325 1.159 3.946
H 0.626 -1.186 3.978
```

- Total charge: -1
- Largest force on an atom: 3.8 eV Å⁻¹
- Total energy: -4997.22144 Ha
- Spin multiplicity: 3
- Molar mass: 669.8 g/mol
- Kohn-Sham gap (spin up / spin down): 5.3146 / 6.5785 eV
- Expectation value of S²: 2.038
- Energy above the lowest of the compared OMol25 structures with the same formula, charge and spin: 0.0 kcal per mole

These are the Löwdin partial charges, in e, on atoms 1 to 2:
1. Pd 1.065
2. O -0.447

---

Record 2
Entry from the OMol25 dataset: C43H51BClN5O6Ti as an isolated structure (ωB97M-V/def2-TZVPD).

XYZ file:
```
108
C43H51BClN5O6Ti, DFT ωB97M-V/def2-TZVPD
Ti -0.983 -1.950 -0.338
O 0.050 -3.484 -0.108
C 0.413 -4.144 -1.188
C 1.722 -4.652 -1.280
C 2.134 -5.402 -2.358
C 1.244 -5.710 -3.391
C -0.047 -5.244 -3.321
C -0.486 -4.447 -2.255
C -1.878 -4.070 -2.167
N -2.258 -3.171 -1.336
N -3.575 -3.008 -0.986
C -3.597 -2.523 0.236
O -2.505 -2.280 0.891
C -4.914 -2.321 0.875
C -6.093 -2.625 0.196
C -7.315 -2.463 0.825
C -7.370 -1.999 2.133
C -6.200 -1.686 2.807
C -4.973 -1.846 2.182
H 2.405 -4.428 -0.470
H 3.152 -5.769 -2.398
H 1.566 -6.314 -4.228
H -0.753 -5.489 -4.107
H -2.615 -4.628 -2.742
H -6.031 -2.988 -0.820
H -8.231 -2.704 0.301
H -8.326 -1.884 2.628
H -6.245 -1.321 3.825
H -4.050 -1.610 2.695
C -0.801 -1.422 -4.097
C -0.048 -0.690 -2.989
C -0.497 0.766 -2.913
O -0.208 -1.352 -1.748
H -0.628 -0.927 -5.053
H -1.871 -1.407 -3.879
H -0.465 -2.455 -4.170
H 1.017 -0.702 -3.231
H -1.569 0.802 -2.734
H -0.270 1.277 -3.849
H 0.015 1.282 -2.098
C -4.310 5.966 1.207
C -5.006 4.741 1.822
C -6.522 4.876 1.616
C -4.731 4.723 3.330
C -4.463 3.487 1.135
C -4.986 3.068 -0.090
C -4.497 1.963 -0.783
C -3.454 1.273 -0.212
O -2.754 0.188 -0.666
B -1.701 -0.041 0.259
O -1.824 0.900 1.292
C -2.898 1.697 0.988
C -3.384 2.784 1.679
H -4.695 6.888 1.650
H -4.480 6.003 0.130
H -3.233 5.924 1.381
H -6.910 5.688 2.233
H -7.034 3.953 1.896
H -6.769 5.108 0.581
H -5.217 5.580 3.799
H -3.665 4.793 3.547
H -5.121 3.812 3.788
H -5.802 3.614 -0.542
H -4.922 1.664 -1.732
H -2.922 3.070 2.614
C 5.998 -0.628 3.087
C 5.827 0.164 1.780
C 5.564 -0.796 0.619
C 7.179 0.849 1.511
C 4.708 1.249 1.950
O 5.153 2.157 2.972
C 4.446 2.128 0.692
C 3.396 1.733 -0.373
C 3.929 1.023 -1.594
C 4.870 1.639 -2.414
C 5.387 0.993 -3.525
C 4.958 -0.292 -3.821
Cl 5.616 -1.121 -5.193
C 4.004 -0.915 -3.036
C 3.486 -0.250 -1.934
C 3.376 0.798 2.626
N 2.560 -0.289 2.109
C 1.360 -0.205 1.516
N 0.871 -1.408 1.311
C 1.826 -2.228 1.816
N 2.844 -1.589 2.336
H 6.917 -1.215 3.033
H 5.171 -1.309 3.251
H 6.082 0.052 3.936
H 6.262 -1.633 0.685
H 5.723 -0.305 -0.340
H 4.557 -1.207 0.639
H 7.904 0.080 1.241
H 7.562 1.354 2.400
H 7.143 1.561 0.684
H 5.959 2.582 2.665
H 5.400 2.297 0.189
H 4.141 3.090 1.108
H 2.926 2.659 -0.714
H 2.610 1.126 0.059
H 5.208 2.644 -2.183
H 6.114 1.481 -4.159
H 3.670 -1.916 -3.281
H 2.733 -0.741 -1.325
H 2.735 1.679 2.642
H 3.635 0.563 3.656
H 0.836 0.710 1.287
H 1.739 -3.301 1.833
```

- Largest force on an atom: 2.3 eV Å⁻¹
- Total energy: -3729.07763 Ha
- Spin multiplicity: 1
- Molar mass: 828.0 g/mol
- Kohn-Sham gap: 7.8688 eV
- Energy above the lowest of the compared OMol25 structures with the same formula, charge and spin: 28.9 kcal per mole

These are the Löwdin partial charges, in e, on atoms 1 to 2:
1. Ti 1.029
2. O -0.174

---

Record 3
Entry from the OMol25 dataset: one molecule with the formula C9H13N3O2S (ωB97M-V/def2-TZVPD).

XYZ file:
```
28
C9H13N3O2S, DFT ωB97M-V/def2-TZVPD
C 1.642 -3.252 -0.592
C 0.377 -3.612 -0.087
C 1.996 -1.918 -0.623
C -0.372 -2.610 0.546
C 1.211 -0.891 -0.060
C 0.009 -1.304 0.556
C 1.571 0.562 -0.002
C 0.823 1.503 -1.075
C -1.385 2.273 -0.193
N -0.590 1.491 -0.946
N -2.594 1.880 0.016
N -0.680 3.389 0.264
O -2.438 -0.408 1.253
O -0.680 -0.562 3.049
S -0.951 -0.105 1.671
H 2.303 -3.846 -1.234
H 0.038 -4.626 -0.238
H 2.889 -1.436 -1.118
H -1.242 -3.103 1.035
H 1.199 1.032 0.898
H 2.585 0.630 -0.130
H 1.255 2.464 -0.862
H 1.038 1.156 -2.154
H -0.772 0.509 -1.210
H -3.314 2.500 0.393
H -2.686 0.396 0.508
H -1.261 4.152 0.684
H 0.027 3.737 -0.346
```

- Largest force on an atom: 3.5 eV Å⁻¹
- Total energy: -1063.62357 Ha
- Spin multiplicity: 1
- Molar mass: 227.3 g/mol
- Kohn-Sham gap: 8.6999 eV
- Energy above the lowest of the compared OMol25 structures with the same formula, charge and spin: 7.2 kcal per mole

These are the Löwdin partial charges, in e, on atoms 1 to 2:
1. C -0.082
2. C -0.065

---

Record 4
Entry from the OMol25 dataset: a 31-piece molecular cluster, H62O31 overall (ωB97M-V/def2-TZVPD).

XYZ file:
```
93
H62O31, DFT ωB97M-V/def2-TZVPD
O 3.945 0.528 -2.833
H 4.393 1.350 -3.034
H 3.127 0.498 -3.329
O 2.195 1.725 4.842
H 1.917 1.727 3.922
H 1.926 2.561 5.192
O -0.773 -1.189 -5.924
H -0.812 -0.257 -5.630
H -0.103 -1.486 -5.302
O -0.498 -0.438 1.004
H -1.366 -0.135 1.332
H -0.814 -0.881 0.173
O 1.110 -4.499 1.621
H 1.593 -3.743 1.929
H 0.474 -4.675 2.299
O 2.630 1.228 -0.210
H 3.525 1.665 -0.270
H 2.715 0.349 -0.654
O -1.299 1.284 -2.418
H -1.104 0.330 -2.217
H -1.404 1.704 -1.500
O -4.017 0.446 -2.622
H -4.534 0.726 -3.432
H -3.116 0.778 -2.742
O -3.074 0.850 2.042
H -3.191 0.487 2.932
H -3.627 0.368 1.464
O 1.272 -0.777 6.139
H 0.564 -1.423 6.073
H 0.828 -0.050 5.730
O -3.544 -2.409 -3.115
H -3.391 -2.643 -4.068
H -3.889 -1.528 -3.179
O -0.973 -1.398 -1.752
H -1.612 -1.952 -2.261
H -0.177 -1.995 -1.764
O 3.668 -0.836 4.719
H 3.944 -0.210 4.015
H 2.792 -0.654 5.046
O -1.811 1.921 -5.221
H -1.005 1.806 -5.773
H -1.535 1.810 -4.261
O -3.253 -1.030 4.339
H -2.539 -1.626 4.008
H -4.029 -1.606 4.514
O 2.911 4.359 2.094
H 2.966 4.664 3.004
H 2.129 3.817 2.076
O -0.587 3.003 -0.504
H -1.080 3.699 -0.976
H -0.654 3.377 0.426
O 3.376 -1.549 -0.189
H 4.272 -1.288 -0.395
H 3.289 -1.714 0.752
O 1.378 1.696 2.336
H 1.638 1.248 1.467
H 0.459 1.981 2.200
O -0.826 4.890 -3.059
H -0.492 5.756 -3.431
H -0.965 4.415 -3.853
O -3.785 -3.372 0.064
H -3.216 -3.089 0.795
H -3.087 -3.709 -0.566
O -1.544 -2.398 3.028
H -0.916 -2.852 3.631
H -0.977 -1.857 2.457
O 0.686 -3.890 4.596
H 0.563 -4.718 5.059
H 1.595 -3.796 4.281
O 4.450 3.584 -0.059
H 4.317 3.988 0.822
H 4.007 4.123 -0.691
O 1.522 0.157 -4.112
H 1.056 0.723 -3.421
H 1.687 0.774 -4.849
O 1.302 -3.240 -1.197
H 2.235 -3.070 -1.141
H 1.110 -3.786 -0.441
O -3.949 -0.654 -0.122
H -4.169 -1.581 -0.303
H -4.298 -0.163 -0.851
O -3.291 -2.721 -5.942
H -2.404 -2.347 -6.040
H -3.242 -3.629 -6.273
O 2.350 -2.237 2.822
H 3.059 -1.931 3.416
H 1.941 -1.425 2.547
O -1.218 2.993 2.340
H -2.026 2.639 1.901
H -1.509 3.556 3.054
O 1.808 2.854 -2.493
H 1.012 3.404 -2.502
H 1.991 2.613 -1.580
```

- Largest force on an atom: 2.5 eV Å⁻¹
- Total energy: -2369.75640 Ha
- Spin multiplicity: 1
- Molar mass: 558.5 g/mol
- Kohn-Sham gap: 10.6877 eV
- Energy above the lowest of the compared OMol25 structures with the same formula, charge and spin: 26.9 kcal per mole

These are the Löwdin partial charges, in e, on atoms 1 to 2:
1. O -0.051
2. H 0.039

---

Record 5
Entry from the OMol25 dataset: a 10-piece molecular cluster, C24H53N10O24P overall (ωB97M-V/def2-TZVPD).

XYZ file:
```
112
C24H53N10O24P, DFT ωB97M-V/def2-TZVPD
C -4.993 4.719 3.164
C -4.862 4.404 1.674
C -4.501 2.947 1.448
C -5.724 2.094 1.181
N -5.408 0.930 0.334
C -4.963 -0.184 1.050
C -3.819 -0.823 0.831
C -2.820 -0.451 -0.186
C -1.596 -1.347 -0.212
C -0.721 -0.849 -1.367
P 1.036 -1.167 -1.151
O 1.331 -2.134 -0.092
O 1.671 -1.672 -2.513
C 1.186 -1.065 -3.736
C 2.181 -1.326 -4.836
O 1.660 0.268 -0.934
C 2.228 0.569 0.358
C 1.195 0.628 1.448
C -3.752 -1.966 1.779
O -2.957 -2.914 1.869
O -4.844 -1.853 2.607
C -5.684 -0.864 2.170
O -6.795 -0.669 2.672
H -5.259 5.750 3.282
H -5.753 4.073 3.560
H -4.048 4.524 3.632
H -5.818 4.630 1.238
H -4.141 5.066 1.225
H -3.986 2.549 2.308
H -3.845 2.868 0.600
H -6.223 1.800 2.094
H -6.427 2.690 0.629
H -6.188 0.681 -0.253
H -2.495 0.551 0.053
H -3.267 -0.369 -1.159
H -1.931 -2.352 -0.418
H -1.071 -1.293 0.723
H -0.833 0.220 -1.443
H -1.124 -1.268 -2.273
H 0.263 -1.547 -3.998
H 1.040 -0.007 -3.602
H 1.608 -1.423 -5.739
H 2.682 -2.256 -4.662
H 2.851 -0.497 -4.923
H 2.698 1.528 0.264
H 3.010 -0.130 0.563
H 1.102 -0.320 1.942
H 0.228 0.844 1.023
H 1.423 1.381 2.180
C 5.226 -1.909 -2.181
N 5.673 -0.636 -1.566
O 4.863 0.046 -0.983
O 6.845 -0.347 -1.688
H 4.167 -2.030 -1.995
H 5.433 -1.841 -3.244
H 5.803 -2.707 -1.728
C 4.736 -1.991 -8.845
N 4.204 -1.744 -7.476
O 4.032 -2.702 -6.757
O 3.980 -0.592 -7.180
H 4.886 -3.056 -8.965
H 4.004 -1.612 -9.551
H 5.670 -1.447 -8.931
C 2.250 -5.760 0.898
N 3.651 -6.245 0.987
O 4.169 -6.334 2.076
O 4.203 -6.525 -0.058
H 1.902 -5.553 1.902
H 2.239 -4.859 0.293
H 1.671 -6.544 0.432
C 9.647 0.824 -1.415
N 11.131 0.888 -1.497
O 11.752 1.124 -0.483
O 11.632 0.701 -2.581
H 9.351 1.011 -0.391
H 9.252 1.581 -2.083
H 9.343 -0.165 -1.735
C -5.970 -4.527 1.766
N -6.386 -5.925 1.467
O -5.784 -6.521 0.601
O -7.303 -6.374 2.112
H -5.145 -4.281 1.111
H -6.827 -3.886 1.588
H -5.668 -4.486 2.806
C -2.244 -6.679 -0.990
N -1.253 -5.598 -0.732
O -1.683 -4.517 -0.402
O -0.089 -5.890 -0.864
H -3.237 -6.278 -0.829
H -2.108 -7.003 -2.017
H -2.028 -7.488 -0.300
C 14.390 3.113 -0.488
N 14.933 4.498 -0.442
O 14.180 5.393 -0.132
O 16.102 4.639 -0.720
H 13.344 3.141 -0.218
H 14.523 2.743 -1.499
H 14.960 2.517 0.217
C -8.586 7.939 2.519
N -8.039 6.561 2.654
O -7.630 6.220 3.739
O -8.044 5.873 1.659
H -8.516 8.427 3.483
H -7.992 8.452 1.771
H -9.617 7.846 2.195
C -7.933 4.494 7.068
N -7.322 5.821 7.353
O -7.990 6.632 7.956
O -6.194 5.995 6.959
H -8.935 4.480 7.478
H -7.952 4.370 5.990
H -7.308 3.741 7.536
```

- SMILES: CCCCNC1=C(CCCP(=O)(OCC)OCC)C(=O)OC1=O.C[N+](=O)[O-].C[N+](=O)[O-].C[N+](=O)[O-].C[N+](=O)[O-].C[N+](=O)[O-].C[N+](=O)[O-].C[N+](=O)[O-].C[N+](=O)[O-].C[N+](=O)[O-]
- Largest force on an atom: 4.1 eV Å⁻¹
- Total energy: -3640.16924 Ha
- Spin multiplicity: 1
- Molar mass: 896.7 g/mol
- Kohn-Sham gap: 8.7439 eV

These are the Löwdin partial charges, in e, on atoms 1 to 2:
1. C -0.102
2. C -0.251

---

Record 6
Entry from the OMol25 dataset: H4O14S3Zn as an isolated structure (ωB97M-V/def2-TZVPD).

XYZ file:
```
22
H4O14S3Zn, DFT ωB97M-V/def2-TZVPD
Zn -0.434 0.369 0.622
S 1.356 2.305 0.456
O 1.856 3.003 -0.704
O 1.512 0.864 0.413
O 1.922 2.903 1.660
O -0.141 2.348 0.515
S 0.203 -2.786 -0.278
O -1.110 -3.209 -0.843
O 1.177 -2.609 -1.367
O 0.025 -1.536 0.479
O 0.643 -3.861 0.594
S -2.317 0.273 -1.144
O -2.807 -1.112 -1.516
O -0.930 0.479 -1.328
O -3.030 1.279 -1.945
O -2.418 0.390 0.302
O -0.770 0.252 2.644
H -0.797 0.952 3.296
H -1.284 -0.457 3.031
O 2.287 -0.265 -1.793
H 2.018 0.180 -0.989
H 3.038 0.240 -2.106
```

- Total charge: -4
- Largest force on an atom: 6.7 eV Å⁻¹
- Total energy: -4029.38504 Ha
- Spin multiplicity: 1
- Molar mass: 389.6 g/mol
- Kohn-Sham gap: 2.8356 eV
- Energy above the lowest of the compared OMol25 structures with the same formula, charge and spin: 62.3 kcal per mole

These are the Löwdin partial charges, in e, on atoms 1 to 2:
1. Zn 0.529
2. S 0.207